Computed, not measured: an isolated molecule of C3H7NO2, with wB97M-V/def2-TZVPD.

```
13
Properties=species:S:1:pos:R:3
C -0.616 -0.397 0.625
C 1.122 0.066 0.463
C 0.280 0.918 -0.738
N 1.325 1.450 0.105
O -1.839 -0.354 -0.102
O -0.320 -1.751 0.835
H -1.128 -2.178 1.143
H -1.713 -0.813 -0.950
H 2.183 1.588 -0.424
H -0.848 0.148 1.538
H 1.662 -0.733 -0.069
H -0.614 1.521 -0.697
H 0.507 0.535 -1.729
```

For the gap between HOMO and LUMO, the calculation gives 0.3230 Eh. The HOMO energy comes out at -8.03 eV. As for the total charge: 0. The SMILES is OC(O)[C@H]1CN1. For the LUMO energy, the calculation gives 0.76 eV.

Computed, not measured: an isolated molecule of C3H7NO2, with wB97M-V/def2-TZVPD.

```
13
Properties=species:S:1:pos:R:3
C -1.171 -0.566 0.700
C -0.015 -0.546 -0.297
C 0.892 0.636 -0.151
O 1.764 0.775 -1.189
O 1.016 1.318 0.835
N -2.232 -1.459 0.221
H -0.860 -1.047 1.629
H -1.544 0.415 0.923
H 0.583 -1.450 -0.237
H -0.467 -0.456 -1.295
H 2.287 1.510 -0.851
H -2.444 -1.285 -0.750
H -3.046 -1.651 0.758
```

For the gap between HOMO and LUMO, the calculation gives 0.3678 Eh. The HOMO energy comes out at -9.19 eV. As for the total charge: 0. The SMILES is NCCC(=O)O. For the LUMO energy, the calculation gives 0.82 eV.

Computed, not measured: a cluster of 2 separate species, C3H7NO2 in total, with wB97M-V/def2-TZVPD.

```
13
Properties=species:S:1:pos:R:3
C -0.910 -0.154 -0.375
C -2.235 -0.005 0.313
C 0.025 0.808 -0.328
N 2.752 -0.251 0.344
O 1.671 -0.832 -0.415
O 0.541 1.845 -0.134
H 3.498 -0.168 -0.347
H 2.439 0.718 0.487
H -0.917 -0.709 -1.310
H 0.921 -1.287 0.230
H -2.846 0.852 0.016
H -2.078 0.067 1.393
H -2.860 -0.883 0.127
```

For the gap between HOMO and LUMO, the calculation gives 0.3481 Eh. The HOMO energy comes out at -8.64 eV. As for the total charge: 0. The SMILES is CC=C=O.NO. For the LUMO energy, the calculation gives 0.84 eV.

Computed, not measured: an isolated molecule of C3H7NO2, with wB97M-V/def2-TZVPD.

```
13
Properties=species:S:1:pos:R:3
N 0.686 0.547 -1.650
C -0.444 -0.183 -1.155
O -0.657 -1.253 -1.669
C -0.957 -0.498 0.323
C -0.294 0.405 1.304
O 1.109 0.248 1.273
H 0.728 1.509 -1.974
H 1.219 -0.086 -2.249
H -0.676 -1.550 0.573
H -2.054 -0.479 0.319
H -0.606 1.428 1.063
H -0.621 0.137 2.306
H 1.398 0.463 0.370
```

For the gap between HOMO and LUMO, the calculation gives 0.3712 Eh. The HOMO energy comes out at -9.61 eV. As for the total charge: 0. The SMILES is NC(=O)CCO. For the LUMO energy, the calculation gives 0.49 eV.

Computed, not measured: an isolated molecule of C3H7NO2, with wB97M-V/def2-TZVPD.

```
13
Properties=species:S:1:pos:R:3
C -0.729 1.426 0.003
C -0.234 0.085 0.432
N -1.123 -0.725 0.871
O -0.849 -1.958 0.160
C 1.210 -0.289 0.168
O 1.592 -0.258 -1.189
H -1.706 1.265 -0.471
H -0.849 2.121 0.827
H -0.043 1.812 -0.758
H -1.534 -1.749 -0.502
H 1.448 -1.244 0.653
H 1.793 0.495 0.672
H 1.194 -1.039 -1.593
```

For the gap between HOMO and LUMO, the calculation gives 0.3631 Eh. The HOMO energy comes out at -9.46 eV. As for the total charge: 0. The SMILES is C/C(CO)=N/O. For the LUMO energy, the calculation gives 0.42 eV.

Computed, not measured: a cluster of 2 separate species, C3H7NO2 in total, with wB97M-V/def2-TZVPD.

```
13
Properties=species:S:1:pos:R:3
C 1.925 -0.189 0.422
C -0.346 -0.438 0.617
O -1.486 -0.287 1.390
C -0.275 0.302 -0.632
O 0.721 0.420 -1.338
N -1.415 1.096 -0.902
H 2.080 -1.157 -0.060
H 1.961 -0.159 1.487
H 2.549 0.564 -0.082
H 0.033 -1.435 0.803
H -1.957 0.525 1.124
H -2.098 0.550 -1.414
H -1.126 1.881 -1.478
```

For the gap between HOMO and LUMO (spin up / spin down), the calculation gives 0.2823 / 0.3044 Eh. The HOMO energy (spin up / spin down) comes out at -7.88 / -7.96 eV. As for the total charge: 0. For the LUMO energy (spin up / spin down), the calculation gives -0.20 / 0.32 eV.

| no. | maximum force (eV/Å) |
| --- | --- |
| 1 | 4.09 |
| 2 | 1.88 |
| 3 | 4.05 |
| 4 | 3.53 |
| 5 | 1.24 |
| 6 | 1.42 |